Entry 1:
55
Properties=species:S:1:pos:R:3:forces:R:3:lowdin_spin:R:1 method="wB97M-V/def2-TZVPD" lumo_ha="-0.0855 / -0.1206" spin_multiplicity=3 charge=+1
Pt 0.27669 0.90823 2.25240 -0.3 0.4 0.1 1.4138
N 0.13056 1.42748 4.50123 -0.1 -0.1 -0.1 0.0976
C 1.33276 2.09995 5.02721 0.0 0.0 0.0 0.0069
C 2.57006 1.21058 4.96956 -0.1 0.0 0.0 0.0000
C 3.11434 0.90491 3.57942 -0.1 -0.1 0.0 0.0120
N 2.20479 0.02820 2.81798 0.1 0.0 0.0 0.1481
H -0.69697 1.99744 4.63655 0.0 0.0 0.1 0.0033
H -0.04284 0.55050 4.98500 0.0 0.0 0.0 0.0017
H 1.17122 2.42208 6.05732 0.0 0.0 0.0 0.0039
H 1.50039 2.99571 4.42685 0.0 0.0 0.0 0.0006
H 2.37676 0.27263 5.50428 0.0 0.0 0.0 -0.0001
H 3.36157 1.71535 5.52473 0.0 0.0 0.0 -0.0001
H 4.09714 0.44046 3.67127 0.0 0.0 0.0 0.0061
H 3.23746 1.82860 3.01369 0.0 0.0 0.0 0.0008
H 1.95781 -0.80397 3.34787 0.0 0.0 0.0 0.0027
H 2.60226 -0.28013 1.93595 0.1 0.0 0.0 0.0023
C -3.36301 -3.05033 -3.10693 0.0 0.0 0.0 -0.0001
C -2.05345 -3.68315 -2.65326 0.0 0.1 0.0 -0.0001
C -1.21716 -4.24721 -3.78988 0.0 0.0 0.0 0.0000
C -0.76497 -3.13625 -4.72706 0.0 0.0 0.0 0.0001
C -0.10775 -2.01827 -3.95541 -0.1 -0.1 0.0 0.0002
C 0.76548 -1.15401 -4.57119 0.0 0.0 -0.1 -0.0002
C 1.37894 -0.13716 -3.84494 0.0 0.0 -0.1 -0.0001
F 2.21580 0.68747 -4.49483 0.0 0.0 0.0 0.0000
C 1.16497 0.03426 -2.51111 0.0 0.1 0.1 0.0006
C 0.28301 -0.83497 -1.85465 0.0 0.0 0.1 0.0045
C 0.04648 -0.66714 -0.42005 0.0 0.1 0.1 0.0100
O 0.64726 0.28096 0.16554 0.1 0.0 -0.2 0.0926
C -0.84716 -1.58196 0.18763 0.0 0.0 0.0 0.0016
C -1.45292 -2.52863 -0.60512 0.0 0.0 -0.1 -0.0008
N -1.24479 -2.68599 -1.90840 0.0 0.0 -0.1 -0.0015
C -0.35922 -1.84585 -2.57786 -0.1 -0.1 0.0 0.0007
C -1.23071 -1.66217 1.65185 0.0 0.2 0.1 0.0134
O -2.15572 -2.38726 1.95970 0.0 -0.1 0.0 0.0119
O -0.53875 -0.98055 2.51768 0.0 -0.4 0.2 0.0995
H -3.94461 -3.76925 -3.68571 0.0 0.0 0.0 0.0000
H -3.18529 -2.16955 -3.72638 0.0 0.0 0.0 0.0000
H -3.95817 -2.74236 -2.24607 0.0 0.0 0.0 0.0000
H -2.26784 -4.47822 -1.94148 0.0 0.0 0.0 0.0000
H -1.80866 -4.98949 -4.32486 0.0 0.0 0.0 0.0000
H -0.34611 -4.75883 -3.37376 0.0 0.0 0.0 0.0000
H -1.61839 -2.74517 -5.28680 0.0 0.0 0.0 0.0000
H -0.06391 -3.52397 -5.46628 0.0 0.0 0.0 0.0000
H 0.98918 -1.26026 -5.62607 0.0 0.0 0.0 0.0000
H 1.65834 0.81938 -1.95660 0.0 0.0 0.0 0.0004
H -2.15817 -3.20355 -0.13636 0.0 0.0 0.0 0.0001
C -1.25921 5.69082 0.38861 0.1 0.0 0.0 0.0002
C 0.20842 5.30311 0.61209 -0.1 -0.1 0.1 0.0010
C 0.33999 4.02902 1.32668 0.1 0.3 -0.2 0.0130
N 0.44195 3.03186 1.88046 0.1 -0.1 -0.2 0.0531
H -1.30049 6.66782 -0.08803 0.0 0.0 0.0 0.0000
H -1.79828 5.74522 1.33283 0.0 0.0 0.0 0.0000
H -1.75820 4.96992 -0.25635 0.0 0.0 0.0 0.0000
H 0.73140 6.06084 1.19615 0.0 0.0 0.0 0.0001
H 0.73774 5.20282 -0.33507 0.0 0.0 0.0 0.0002

***

Entry 2:
10
Properties=species:S:1:pos:R:3:forces:R:3:nbo_charge:R:1 method="wB97M-V/def2-TZVPD" e_above_lowest_kcal_mol=44.7 lumo_ha=0.0268 smiles="[H]/N=C/OCC#N"
N 2.02450 0.40124 -0.25449 0.1 -0.5 0.4 -0.6992
C 1.27694 -0.43068 0.32332 0.3 0.0 0.0 0.4131
O -0.03689 -0.42969 0.28696 -0.7 -0.5 0.3 -0.4979
C -0.88775 0.49086 -0.37830 0.3 -0.4 0.3 -0.1714
C -2.13917 -0.09050 0.04723 -2.0 -0.3 0.2 0.2579
N -3.08671 -0.61365 0.43636 0.4 0.3 -0.3 -0.2878
H 2.95304 0.08167 0.00107 0.5 0.5 -0.3 0.3493
H 1.52348 -1.29605 0.95500 0.5 0.3 -0.2 0.1619
H -0.80998 0.38821 -1.46710 0.3 0.6 0.2 0.2367
H -0.81746 1.49857 0.04993 0.3 -0.1 -0.6 0.2374

***

Entry 3:
18
Properties=species:S:1:pos:R:3:forces:R:3:nbo_charge:R:1 method="wB97M-V/def2-TZVPD" e_above_lowest_kcal_mol=9.3 lumo_ha=0.0227 smiles=OCNCCS.O
C -0.36143 0.02448 -0.17844 -0.4 0.3 0.1 -0.2439
C -0.34526 -1.49087 -0.24128 0.4 -0.2 -0.2 -0.4943
S 0.82924 -2.02746 -1.54716 0.0 0.1 0.1 -0.0790
N -1.58407 0.51469 0.47451 -0.1 0.3 -0.5 -0.6362
C -1.46091 1.86006 1.01507 0.0 0.2 -0.3 0.0856
O -1.36383 1.88074 2.41811 0.2 0.0 0.2 -0.7133
H 0.46881 0.39508 0.41055 0.3 -0.1 0.0 0.2114
H -0.23990 0.43588 -1.19082 0.0 0.0 0.1 0.1749
H -1.32032 -1.88292 -0.49574 -0.3 0.0 0.0 0.2162
H -0.02657 -1.92138 0.70189 -0.1 0.0 0.2 0.2145
H 0.31222 -3.24401 -1.75284 0.0 0.0 0.0 0.1275
H -2.34611 0.51858 -0.20082 0.1 -0.2 0.3 0.3594
H -0.61462 2.39790 0.55966 0.1 -0.2 0.1 0.1400
H -2.33897 2.46231 0.77260 -0.1 -0.3 0.1 0.1701
H -0.55241 1.43091 2.68672 -0.2 0.1 -0.1 0.4639
H 2.95746 0.81277 -1.12599 -0.1 0.0 0.1 0.4740
H 3.59367 0.80858 0.25347 -0.1 0.1 0.0 0.4718
O 2.79816 1.08966 -0.21406 0.2 -0.1 -0.1 -0.9425